1.
49
Properties=species:S:1:pos:R:3:forces:R:3:lowdin_charge:R:1 method="wB97M-V/def2-TZVPD" smiles=CO[C@]1(c2nccs2)CCc2c(OCc3ccc4ccccc4c3)cccc21 e_homo_ev=-8.16 relative_energy_kj_mol=63.9 e_lumo_ev=0.30 total_charge=0
C -1.466672 4.101011 3.501167 0.143 -0.443 0.500 -0.074
O -1.401476 2.751497 3.991302 0.424 -0.349 -0.114 -0.110
C -0.492181 1.807997 3.374810 0.268 0.891 0.659 -0.423
C -0.604343 0.483593 4.102588 -0.130 -1.257 1.066 -0.460
N -0.335836 0.285308 5.369245 -0.677 0.063 -0.294 0.066
C -0.637020 -1.012359 5.772275 0.300 0.477 0.074 -0.229
C -1.022213 -1.842779 4.775864 0.106 1.062 -0.172 -0.407
S -1.064619 -1.004446 3.269322 -0.227 0.411 0.563 1.057
C 0.993655 2.197696 3.345060 0.542 -0.141 0.637 -0.085
C 1.606413 1.384544 2.174349 -0.053 0.230 0.415 -0.078
C 0.431873 1.395332 1.223632 -0.138 0.106 0.111 -0.100
C 0.413848 1.187561 -0.152697 -0.760 -0.395 0.826 -0.229
O 1.590710 0.883795 -0.777300 0.190 1.070 -0.433 -0.034
C 1.908465 -0.476720 -0.780150 -0.049 -1.441 -0.009 -0.161
C 1.286527 -1.239356 -1.933338 0.456 0.475 -0.978 -0.171
C 0.222352 -2.129091 -1.662844 -0.854 -0.386 -0.878 -0.035
C -0.433150 -2.793554 -2.675769 1.026 0.237 -0.701 -0.010
C 0.007484 -2.630572 -4.029464 -0.021 0.072 0.440 -0.176
C -0.575933 -3.330654 -5.099262 0.461 0.848 -2.027 -0.025
C -0.189834 -3.063294 -6.435237 -0.253 -0.519 1.869 -0.065
C 0.782583 -2.080693 -6.677909 0.615 0.922 1.262 -0.083
C 1.381948 -1.364003 -5.637033 -1.700 -2.325 -0.623 -0.019
C 1.042845 -1.704446 -4.303175 0.401 0.876 -0.356 -0.172
C 1.698756 -1.021095 -3.258408 -1.105 -0.649 1.962 0.039
C -0.816969 1.182116 -0.803851 -1.006 0.241 1.112 0.020
C -2.027471 1.398457 -0.082193 0.859 -0.055 0.069 -0.038
C -1.984977 1.647094 1.302000 -0.200 -0.104 -0.758 -0.030
C -0.749960 1.645866 1.931822 -0.158 -0.471 -1.663 -0.201
H -0.629345 4.718599 3.828090 0.478 -0.253 -0.345 0.084
H -1.665305 4.196318 2.431113 0.263 -0.206 -0.009 0.090
H -2.289586 4.544746 4.034922 -0.609 -0.056 0.106 0.083
H -0.587958 -1.332656 6.834501 0.132 0.573 -0.916 0.115
H -1.380570 -2.821742 4.932258 -0.123 -0.984 -0.243 0.048
H 1.053766 3.261514 3.133266 0.074 0.151 -0.232 0.118
H 1.496562 2.029906 4.296256 -0.102 -0.068 0.069 0.121
H 1.885431 0.344471 2.483281 -0.262 0.761 -0.178 0.131
H 2.510065 1.887770 1.811636 -0.219 -0.269 -0.191 0.123
H 1.601010 -0.947660 0.165453 -0.041 0.117 -0.089 0.128
H 2.983149 -0.588225 -0.832123 0.370 0.328 -0.058 0.129
H -0.172897 -2.261749 -0.670133 0.236 0.124 0.402 0.108
H -1.258454 -3.473556 -2.529224 -0.080 -0.014 0.379 0.108
H -1.383389 -3.998003 -4.886964 -0.291 -0.494 0.006 0.099
H -0.615333 -3.633032 -7.256971 -0.033 0.167 0.160 0.099
H 1.095990 -1.819184 -7.661165 -0.045 -0.054 -0.776 0.089
H 2.073044 -0.595707 -5.852077 0.749 0.650 -0.077 0.096
H 2.470642 -0.315898 -3.515559 0.202 0.174 0.157 0.122
H -0.860862 0.972927 -1.845108 0.031 -0.110 -0.731 0.107
H -2.994452 1.331262 -0.598428 0.548 0.149 0.175 0.107
H -2.896312 1.841091 1.872172 0.261 -0.132 -0.168 0.128



2.
57
Properties=species:S:1:pos:R:3:forces:R:3:lowdin_charge:R:1 method="wB97M-V/def2-TZVPD" e_homo_ev=-10.63 e_lumo_ev=-4.96 total_charge=+1
Au 0.416070 -0.128200 0.078073 0.162 -0.134 -0.221 0.873
Cl -3.818172 -2.819282 5.249507 -0.012 0.039 -0.058 0.756
C -2.524264 -2.256532 4.284917 0.100 -0.023 -0.004 -0.655
C -2.748323 -1.737250 3.073903 0.139 0.152 -0.105 -0.016
C -1.638802 -1.332795 2.213648 0.349 -0.038 0.171 -0.160
N -1.769853 -0.946866 1.010110 -0.250 0.071 0.300 0.140
C -3.013538 -0.574292 0.457248 0.279 -0.314 -0.043 -0.425
O -3.843399 -1.362435 0.091273 -0.066 -0.047 -0.017 0.135
C -3.157863 0.911595 0.361109 -0.195 0.136 0.054 -0.218
C -4.443760 1.430304 0.398442 0.073 0.050 -0.053 0.017
C -4.589386 2.809774 0.439235 0.006 -0.076 0.003 -0.034
C -3.450219 3.593129 0.440369 0.007 0.002 -0.015 -0.037
C -2.207541 2.972214 0.376293 -0.003 0.075 -0.179 -0.122
N -2.048321 1.655904 0.327780 -0.168 -0.026 0.308 0.088
C -0.228021 -1.339490 2.807503 -0.448 -0.173 -0.143 -0.140
C -0.078302 -1.957698 4.104851 0.069 -0.021 -0.091 -0.033
C -1.147195 -2.390250 4.794900 -0.106 0.017 0.034 -0.636
Cl -0.926029 -3.100016 6.331054 0.055 0.009 -0.035 0.771
N 0.701799 -0.726622 2.147613 0.028 0.328 -0.001 0.060
C 1.946976 -0.414992 2.790639 -0.067 -0.005 -0.134 -0.366
O 2.000403 -0.210994 3.973680 -0.012 0.111 0.100 0.123
C 3.186196 -0.313413 1.943258 -0.033 -0.090 0.160 -0.211
C 4.394901 -0.246462 2.623987 0.037 0.004 -0.100 0.017
C 5.563366 -0.218595 1.880535 0.011 0.003 0.005 -0.031
C 5.476564 -0.264203 0.501019 -0.057 0.017 -0.017 -0.032
C 4.217222 -0.314781 -0.082883 0.121 0.069 -0.041 -0.127
N 3.092784 -0.329482 0.617737 -0.017 -0.223 0.042 0.066
H -3.745513 -1.699272 2.661575 -0.055 0.003 0.026 0.122
H -5.289273 0.757387 0.406313 -0.020 0.006 0.001 0.126
H -5.572191 3.256978 0.481500 -0.026 0.025 -0.003 0.118
H -3.512357 4.670765 0.486516 0.004 0.024 0.002 0.113
H -1.302482 3.566274 0.349503 0.046 0.014 0.020 0.112
H 0.899861 -2.034283 4.550172 -0.033 -0.065 -0.028 0.115
H 4.407335 -0.225656 3.701875 -0.027 -0.006 0.057 0.124
H 6.524304 -0.168543 2.372321 0.028 -0.005 0.016 0.119
H 6.360783 -0.256808 -0.119099 0.029 0.005 -0.018 0.114
H 4.117634 -0.340431 -1.162229 -0.012 0.000 -0.008 0.101
C 1.287792 1.132656 -2.530575 0.053 0.097 0.137 -0.150
C 1.330947 1.139215 -4.075430 0.027 0.030 -0.093 -0.144
N 0.414620 0.141245 -4.613377 0.026 0.013 -0.058 -0.159
C 0.819307 -1.181467 -4.156761 0.011 -0.043 -0.106 -0.146
C 0.817147 -1.240058 -2.613373 0.039 -0.022 0.108 -0.154
N 0.362922 0.068423 -2.056445 0.119 0.024 -0.089 -0.301
C -0.990736 0.355642 -2.596925 -0.106 -0.019 0.099 -0.151
C -0.934997 0.419264 -4.140184 -0.043 0.030 -0.081 -0.142
H 0.921349 2.076507 -2.124800 0.018 -0.004 -0.017 0.117
H 2.264327 0.941735 -2.084501 -0.019 -0.002 -0.031 0.093
H 2.334182 0.915564 -4.441802 -0.013 0.008 0.022 0.122
H 1.049128 2.116317 -4.470429 0.010 -0.011 0.023 0.123
H 1.811365 -1.397574 -4.555611 -0.007 -0.003 0.022 0.122
H 0.131030 -1.915496 -4.577962 0.011 0.003 0.025 0.124
H 1.807326 -1.437938 -2.204173 0.026 -0.012 -0.004 0.103
H 0.142377 -2.005036 -2.231888 -0.013 -0.031 -0.002 0.114
H -1.322703 1.293660 -2.159093 -0.035 0.027 0.032 0.099
H -1.654081 -0.435176 -2.243910 -0.025 0.005 -0.001 0.114
H -1.228753 1.405866 -4.501066 -0.005 -0.007 0.018 0.123
H -1.613957 -0.308002 -4.585949 -0.010 0.002 0.014 0.124



3.
55
Properties=species:S:1:pos:R:3:forces:R:3:mulliken_spin:R:1 method="wB97M-V/def2-TZVPD" multiplicity=2 e_homo_ev="-6.41 / -6.22" s2=0.762 relative_energy_kj_mol=0.0 e_lumo_ev="0.04 / 0.05" total_charge=0
Ru -0.040039 0.555213 1.013568 -0.044 -0.169 0.271 0.500
C 0.079103 3.449656 3.142131 0.004 -0.034 0.001 0.029
C 0.048821 3.907296 1.722181 0.001 -0.015 -0.026 -0.002
C 0.062845 5.279111 1.458132 -0.002 -0.031 0.007 0.000
C 0.039096 5.737455 0.161892 -0.001 0.014 -0.013 -0.002
C 0.004802 4.799690 -0.857909 0.007 0.023 -0.019 -0.007
C -0.006775 3.450403 -0.538123 -0.004 0.001 0.143 -0.007
N 0.010596 2.998106 0.730555 0.002 -0.011 -0.125 0.020
Sb -0.046609 2.165752 -2.256996 0.007 0.037 -0.146 0.011
C 1.556056 0.896632 -1.681620 0.046 -0.017 0.105 0.007
C 2.542013 0.675614 -2.625863 0.073 -0.051 0.002 0.000
C 3.662138 -0.057994 -2.266477 0.014 -0.018 -0.005 -0.001
C 3.768839 -0.474497 -0.958908 -0.015 0.053 -0.002 -0.001
C 2.754432 -0.205295 -0.039407 -0.032 -0.061 -0.102 -0.005
C 2.943326 -0.646234 1.376326 -0.014 -0.009 0.029 0.017
N 1.626043 0.431659 -0.419901 -0.047 0.129 -0.083 -0.017
C -1.641154 0.910530 -1.638864 -0.019 -0.019 0.150 0.008
C -2.625481 0.685593 -2.583286 -0.070 -0.039 -0.022 0.000
C -3.739921 -0.058130 -2.230890 -0.015 -0.013 -0.017 -0.002
C -3.839109 -0.482573 -0.926814 0.012 0.058 0.006 0.000
C -2.827367 -0.210546 -0.004469 0.028 -0.108 -0.072 -0.006
C -3.024187 -0.681934 1.399455 0.040 -0.028 0.026 0.008
N -1.703742 0.442297 -0.375711 0.073 0.097 -0.090 -0.018
H 0.137669 4.304749 3.813784 0.000 -0.004 0.004 -0.006
H 0.924426 2.784757 3.312934 0.004 0.003 0.005 -0.012
H -0.805323 2.857468 3.372277 -0.009 0.006 0.009 -0.015
H 0.093283 5.965901 2.292556 0.000 0.016 -0.008 0.000
H 0.049308 6.797897 -0.054900 -0.002 0.003 -0.004 0.000
H -0.011738 5.109554 -1.894965 0.001 0.006 0.001 0.000
H 2.433999 1.069189 -3.628106 -0.024 0.008 0.003 0.000
H 4.438750 -0.280375 -2.986778 0.008 0.010 0.005 0.000
H 4.638978 -1.016767 -0.615297 0.011 0.004 -0.017 0.000
H 4.009234 -0.742215 1.583448 0.003 -0.014 0.006 0.000
H 2.468598 -1.612493 1.558331 -0.001 0.026 0.007 -0.002
H 2.480603 0.053236 2.070296 0.019 0.005 0.003 -0.008
H -2.517756 1.083592 -3.583919 0.022 0.009 0.005 0.000
H -4.514245 -0.284336 -2.952441 -0.006 0.013 0.005 0.000
H -4.701956 -1.038250 -0.587168 -0.008 0.004 -0.014 0.000
H -4.079258 -0.901578 1.559706 -0.006 -0.002 0.011 0.000
H -2.671808 0.059568 2.112558 -0.024 0.007 0.006 -0.006
H -2.450791 -1.589657 1.603701 0.021 0.038 -0.012 0.000
S -0.191341 0.166620 3.105675 0.038 -0.037 -0.106 0.503
O -0.191659 -1.953220 -0.595959 0.058 -0.053 -0.008 -0.019
B -0.015805 -1.459014 0.735953 -0.152 0.090 0.049 -0.041
O 0.176830 -2.587871 1.569462 0.045 0.076 0.057 0.059
C 0.141442 -3.695383 0.775173 -0.025 -0.069 -0.051 0.020
C 0.288503 -5.018078 1.128759 0.004 0.039 0.001 -0.001
C 0.203199 -5.958268 0.100841 0.000 -0.026 -0.002 0.000
C -0.022395 -5.574431 -1.215248 -0.005 0.012 -0.010 0.000
C -0.171496 -4.230263 -1.562346 0.011 -0.005 0.032 0.001
C -0.082084 -3.312863 -0.540150 -0.027 0.042 0.003 -0.007
H 0.459748 -5.307488 2.156508 0.001 0.004 0.005 0.000
H 0.313881 -7.008863 0.335707 -0.003 0.002 -0.001 0.000
H -0.086132 -6.330873 -1.986538 0.005 -0.001 0.002 0.000
H -0.348412 -3.918042 -2.582876 -0.001 0.001 -0.001 0.000



4.
58
Properties=species:S:1:pos:R:3:forces:R:3:mulliken_spin:R:1 method="wB97M-V/def2-TZVPD" multiplicity=2 e_homo_ev="-9.64 / -7.91" s2=1.066 relative_energy_kj_mol=337.8 e_lumo_ev="-3.79 / -4.76" total_charge=+1
Ru -1.414712 -0.898539 0.256457 0.027 0.038 0.417 1.247
C -3.588136 2.629817 2.861005 0.067 0.045 -0.157 0.001
N -3.167462 2.635678 1.460307 -0.052 0.066 0.231 0.009
C -2.743438 3.751764 0.750658 -0.129 0.029 0.285 0.001
C -2.398722 3.340969 -0.474172 0.060 -0.182 -0.249 0.005
N -2.606554 1.961002 -0.510590 0.228 0.083 -0.195 0.014
C -3.068191 1.533949 0.697615 -0.055 0.161 0.022 -0.011
S -3.432502 -0.057050 1.157689 -0.160 -0.025 -0.073 0.006
C -2.501945 1.159137 -1.674238 -0.050 0.050 0.139 -0.004
C -2.879763 1.705516 -2.887997 -0.116 0.106 -0.025 0.008
C -2.798008 0.935800 -4.028600 -0.071 0.107 -0.120 -0.013
C -2.380427 -0.376271 -3.903485 0.014 -0.105 -0.092 0.002
C -2.033248 -0.842703 -2.659011 0.027 -0.068 0.206 -0.022
N -2.050519 -0.092354 -1.536055 0.232 -0.031 -0.173 -0.026
H -3.885721 3.638730 3.133813 0.016 -0.008 -0.010 0.000
H -2.769500 2.298093 3.496197 0.029 -0.016 0.004 0.000
H -4.429505 1.956630 2.983468 -0.047 -0.026 -0.014 0.000
H -2.721881 4.733200 1.192502 -0.003 -0.057 -0.008 0.000
H -2.001585 3.884570 -1.313136 -0.002 -0.053 0.026 0.001
H -3.264390 2.714679 -2.925214 0.014 -0.002 0.019 0.000
H -3.083866 1.345432 -4.988268 0.018 -0.011 0.028 -0.002
H -2.319804 -1.037974 -4.756467 -0.007 0.018 0.033 0.000
H -1.708730 -1.864071 -2.522881 0.065 -0.020 0.023 0.006
Br -1.494315 -2.587497 2.831814 0.104 0.021 -0.145 0.002
C -2.464318 -3.914152 1.839572 0.003 0.069 -0.148 -0.002
Br -2.369747 -3.586695 -0.073406 -0.064 -0.140 0.075 0.038
H -3.506064 -3.876737 2.119364 -0.082 0.020 0.035 -0.001
H -2.023974 -4.881773 2.023516 0.036 -0.086 0.033 0.001
O 0.563933 -0.867679 0.815496 -0.250 0.099 -0.099 0.072
C 1.830531 -0.508637 0.485266 0.121 0.046 -0.327 0.001
C 2.184810 -1.332820 -0.866645 0.035 0.017 -0.070 0.034
C 1.971249 -2.773617 -0.598370 -0.036 -0.196 -0.049 -0.124
C 3.011607 -3.601930 -0.919010 0.009 0.148 -0.072 0.008
C 4.124199 -2.878361 -1.361089 0.009 -0.228 0.039 -0.121
S 3.905738 -1.222904 -1.431517 0.082 0.112 -0.004 -0.029
C 1.973235 0.989860 0.230266 0.000 -0.091 0.141 -0.022
C 0.957713 1.889374 0.316071 0.071 0.156 -0.072 -0.015
C 1.359523 3.223583 0.020535 -0.079 -0.029 -0.001 0.004
C 2.681518 3.313213 -0.283067 -0.035 0.054 -0.002 -0.001
S 3.443540 1.789226 -0.185400 0.067 -0.050 -0.147 0.000
C 2.749153 -0.967620 1.599367 0.079 0.107 0.228 0.024
C 3.694571 -0.281382 2.303267 0.157 -0.009 0.033 -0.011
C 4.265240 -1.041227 3.363102 0.057 0.057 -0.008 0.004
C 3.721706 -2.282444 3.462253 0.010 -0.044 0.047 -0.005
S 2.504010 -2.528031 2.292434 -0.062 -0.053 0.093 0.006
H 1.016733 -3.081694 -0.189754 0.031 -0.014 -0.021 -0.016
H 3.011925 -4.677488 -0.806183 -0.013 0.079 0.000 0.002
H 5.080901 -3.309544 -1.636041 -0.101 0.072 0.015 -0.007
H -0.041036 1.588718 0.584770 -0.165 -0.038 0.045 -0.020
H 0.697409 4.078726 0.040920 0.016 -0.038 0.005 0.000
H 3.253849 4.194087 -0.536386 -0.043 -0.085 0.024 0.000
H 3.978856 0.738337 2.087966 -0.013 -0.100 0.066 0.000
H 5.039297 -0.672546 4.022233 -0.038 -0.009 -0.037 0.000
H 3.959424 -3.062658 4.170666 -0.016 0.065 -0.051 0.000
I 1.521008 0.751593 -3.221579 0.013 0.042 0.060 -0.017
C 1.217589 -0.988905 -2.020465 0.122 -0.098 -0.028 -0.069
H 0.244099 -0.880534 -1.551961 -0.148 0.038 0.027 0.035
H 1.184683 -1.805821 -2.737624 0.015 0.010 -0.004 0.008